{
  "formula": "C4H10N2O",
  "method": "ωB97M-V/def2-TZVPD",
  "species": ["H", "N", "C", "N", "C", "C", "C", "O", "H", "H", "H", "H", "H", "H", "H", "H", "H"],
  "positions_angstrom": [[-0.9761, 2.3124, -1.5785], [-1.3718, 1.4530, -1.2035], [-0.5410, 0.7536, -0.5104], [0.6278, 1.2529, -0.0041], [1.4482, 0.6658, 1.0357], [-0.8994, -0.7170, -0.4584], [0.1532, -1.7960, -0.4319], [-1.4417, -0.5609, 0.9531], [0.7387, 2.2484, -0.1393], [2.2344, 0.0542, 0.5961], [1.9199, 1.4602, 1.6117], [0.8410, 0.0580, 1.7153], [-1.6797, -0.8969, -1.2060], [-0.3364, -2.7711, -0.4488], [0.7865, -1.6969, -1.3124], [0.7526, -1.7699, 0.4713], [-2.2564, -0.0499, 0.9101]],
  "forces_ev_per_angstrom": [[-0.2, 0.5, 0.9], [0.2, -0.5, -0.8], [0.7, 0.4, -2.6], [0.0, 0.1, 0.0], [-0.1, -0.3, 0.0], [-0.5, 1.6, 3.0], [-0.3, 0.0, -0.1], [-0.2, -1.8, -0.5], [-0.2, -0.2, 0.1], [0.1, -0.1, 0.2], [0.0, 0.0, 0.0], [0.1, 0.2, -0.1], [0.1, 0.0, 0.4], [0.0, 0.1, -0.1], [0.1, -0.1, 0.0], [0.1, 0.1, 0.0], [0.0, 0.0, -0.2]],
  "relative_energy_ev": 2.237,
  "homo_energy_ev": -8.5,
  "fmax_ha_per_bohr": 0.066,
  "smiles": "[H]/N=C(\\NC)[C@@H](C)O",
  "total_energy_ev": -9336.751
}


{
  "formula": "C43H34CrF3N5O2Se",
  "method": "ωB97M-V/def2-TZVPD",
  "species": ["Cr", "C", "O", "C", "N", "C", "C", "C", "C", "C", "C", "C", "C", "C", "C", "C", "C", "N", "C", "N", "C", "C", "O", "C", "C", "C", "C", "C", "C", "H", "H", "H", "H", "H", "H", "H", "H", "H", "H", "H", "H", "H", "H", "H", "H", "H", "H", "H", "C", "C", "C", "C", "N", "C", "C", "H", "H", "H", "H", "H", "H", "H", "F", "C", "F", "F", "C", "C", "C", "C", "C", "C", "C", "C", "H", "H", "H", "H", "Se", "C", "C", "C", "N", "C", "C", "H", "H", "H", "H"],
  "positions_angstrom": [[0.6916, 0.6387, 0.6808], [4.8417, -1.1640, -1.6162], [5.1120, -0.3676, -0.4432], [3.8966, 0.0852, 0.0478], [2.9293, -0.1455, -0.9151], [3.5979, -0.4924, -2.1798], [2.4879, -1.1502, -2.9791], [1.4202, -0.1512, -3.4499], [0.7040, -0.5208, -4.6790], [0.8570, -1.7217, -5.2497], [1.8678, -2.6643, -4.7865], [2.6901, -2.3618, -3.7744], [3.6782, 0.6371, 1.2536], [4.7782, 0.9258, 2.1566], [4.5833, 1.6405, 3.2743], [3.2590, 2.0934, 3.6106], [2.2459, 1.7278, 2.8086], [2.3785, 0.9734, 1.6512], [0.8482, 2.0372, 3.1036], [-0.0699, 1.5858, 2.3381], [-1.3765, 1.9077, 2.9308], [-0.9785, 2.8322, 4.0955], [0.4777, 2.7238, 4.1681], [-2.3435, 2.4334, 1.8974], [-3.0949, 3.5859, 2.0686], [-4.0069, 3.9809, 1.0943], [-4.1677, 3.2347, -0.0613], [-3.4175, 2.0782, -0.2417], [-2.5242, 1.6834, 0.7373], [4.6582, -2.2047, -1.3338], [5.7105, -1.0988, -2.2629], [3.8945, 0.4431, -2.6577], [1.6309, 0.9034, -3.3015], [0.0781, 0.2309, -5.1451], [0.3025, -1.9637, -6.1477], [2.0182, -3.5789, -5.3456], [3.5380, -2.9968, -3.5412], [5.7610, 0.5750, 1.8728], [5.4170, 1.8850, 3.9184], [3.0583, 2.6927, 4.4872], [-1.7962, 0.9762, 3.3231], [-1.3774, 2.5127, 5.0526], [-1.2213, 3.8774, 3.9271], [-2.9950, 4.1872, 2.9630], [-4.5875, 4.8829, 1.2397], [-4.8686, 3.5547, -0.8211], [-3.5361, 1.4853, -1.1401], [-1.9837, 0.7481, 0.6098], [-1.7169, -4.1768, 4.0262], [-1.0446, -3.1686, 3.1448], [-1.5952, -2.7822, 1.9293], [-0.9833, -1.7948, 1.1854], [0.1335, -1.1676, 1.5823], [0.7020, -1.5745, 2.7283], [0.1513, -2.5576, 3.5199], [-2.4115, -4.7989, 3.4652], [-2.2832, -3.6602, 4.8040], [-0.9885, -4.8158, 4.5240], [-2.4961, -3.2488, 1.5500], [-1.3954, -1.5016, 0.2275], [1.6314, -1.0889, 3.0000], [0.6588, -2.8471, 4.4316], [-3.9305, -4.4427, -0.7826], [-2.8833, -4.9345, -1.4764], [-2.4446, -6.0165, -0.8196], [-3.3548, -5.3402, -2.6616], [-1.8097, -3.8927, -1.6377], [-2.1467, -2.6793, -2.2265], [-1.1710, -1.7128, -2.4113], [0.1396, -1.9466, -2.0038], [0.4568, -3.1599, -1.4045], [-0.5108, -4.1373, -1.2211], [1.2036, -0.9137, -2.1545], [1.6370, -0.2740, -0.8799], [-3.1666, -2.4963, -2.5423], [-1.4317, -0.7601, -2.8580], [1.4741, -3.3383, -1.0703], [-0.2589, -5.0789, -0.7525], [1.0397, 2.6404, -0.7351], [-0.5276, 3.6433, -1.1760], [-1.2695, 3.3361, -2.3099], [-2.3414, 4.1484, -2.6472], [-2.7077, 5.2216, -1.9446], [-1.9793, 5.5125, -0.8676], [-0.8918, 4.7611, -0.4413], [-1.0081, 2.4856, -2.9272], [-2.9345, 3.9300, -3.5297], [-2.2794, 6.3956, -0.3124], [-0.3318, 5.0550, 0.4371]],
  "forces_ev_per_angstrom": [[0.1, 0.4, -0.2], [0.0, 0.0, 0.0], [-0.1, 0.1, -0.1], [0.2, -0.1, -0.4], [0.2, -0.2, -0.1], [0.0, -0.1, 0.0], [0.1, 0.0, 0.1], [0.0, 0.0, 0.0], [0.0, 0.0, 0.1], [0.1, -0.2, 0.0], [-0.1, 0.1, -0.1], [0.0, 0.1, 0.1], [-0.2, 0.3, 0.5], [0.0, -0.2, -0.2], [-0.1, 0.2, 0.2], [0.3, 0.0, 0.2], [-0.2, -0.1, -0.4], [0.1, 0.0, 0.1], [0.3, -0.1, -0.1], [-0.3, 0.0, 0.0], [0.0, 0.0, 0.0], [0.1, 0.0, 0.0], [-0.1, 0.0, 0.1], [-0.1, 0.0, 0.0], [-0.1, 0.0, 0.0], [0.0, -0.1, 0.1], [0.0, -0.1, 0.1], [-0.1, 0.0, 0.1], [0.0, 0.0, 0.0], [0.0, 0.0, 0.1], [0.0, 0.0, 0.0], [0.0, 0.1, 0.0], [0.0, 0.0, 0.0], [0.0, 0.0, 0.0], [0.0, 0.0, 0.0], [0.0, 0.0, 0.0], [-0.1, 0.0, 0.0], [0.0, 0.0, 0.0], [0.0, 0.0, 0.0], [0.0, 0.0, 0.0], [0.0, -0.1, 0.1], [0.0, 0.0, 0.0], [0.1, 0.0, 0.0], [0.0, 0.0, 0.0], [0.0, 0.0, 0.0], [0.0, 0.0, 0.0], [0.0, 0.0, 0.0], [0.0, -0.1, 0.0], [0.0, 0.0, 0.0], [0.0, 0.0, 0.1], [-0.1, 0.0, 0.0], [0.1, 0.0, 0.1], [-0.2, -0.3, 0.2], [0.0, 0.0, -0.1], [0.0, 0.0, 0.0], [0.0, 0.0, 0.0], [0.0, 0.0, 0.0], [0.0, 0.0, 0.0], [0.0, 0.0, 0.0], [0.0, 0.0, 0.0], [0.0, 0.1, 0.0], [0.0, 0.0, 0.0], [0.0, 0.0, 0.0], [0.1, 0.1, 0.0], [0.0, 0.0, 0.0], [-0.1, 0.0, 0.0], [0.0, 0.0, 0.0], [0.0, 0.0, 0.0], [-0.1, 0.1, 0.1], [0.0, -0.1, -0.1], [0.0, 0.0, 0.0], [0.0, 0.0, 0.0], [-0.1, -0.1, 0.0], [0.0, 0.2, -0.2], [0.0, 0.0, 0.0], [0.0, 0.0, -0.1], [0.0, 0.0, -0.1], [0.0, 0.0, 0.0], [0.2, -0.2, -0.1], [-0.1, -0.1, 0.1], [0.0, 0.1, -0.1], [0.0, 0.2, 0.0], [0.2, 0.0, 0.0], [0.0, 0.0, -0.1], [0.0, 0.1, 0.0], [0.0, 0.0, 0.0], [0.0, 0.0, 0.0], [0.0, 0.0, 0.0], [0.0, 0.0, 0.0]],
  "relative_energy_ev": 1.667,
  "spin_multiplicity": 4,
  "homo_energy_ev": [-9.2, -9.3],
  "fmax_ha_per_bohr": 0.011,
  "total_energy_ev": -158602.999,
  "total_charge": 1
}